Below is a molecular structure, C53H35F15GeN3O3PtSTe, with properties calculated with ωB97M-V with the def2-TZVPD basis set.

```
! RIJCOSX wB97M-V def2-TZVPD def2/J DEFGRID3
* xyz 0 4
Pt -1.026 2.073 -0.863
O -5.334 3.733 -5.990
C -4.272 4.606 -5.660
C -3.608 4.138 -4.397
C -2.506 4.823 -3.902
C -1.883 4.359 -2.763
N -2.304 3.278 -2.111
C -3.382 2.628 -2.566
C -4.064 3.031 -3.701
C -3.803 1.463 -1.739
C -4.659 0.475 -2.190
C -5.005 -0.566 -1.332
C -5.913 -1.670 -1.808
O -7.210 -1.195 -2.128
C -4.521 -0.533 -0.034
C -3.658 0.488 0.336
N -3.279 1.443 -0.504
H -5.703 4.004 -6.835
H -4.638 5.629 -5.509
H -3.518 4.633 -6.454
H -2.116 5.696 -4.407
H -1.009 4.850 -2.356
H -4.933 2.499 -4.052
H -5.039 0.491 -3.200
H -5.951 -2.469 -1.060
H -5.522 -2.095 -2.733
H -7.614 -0.845 -1.326
H -4.790 -1.300 0.680
H -3.247 0.541 1.337
C 6.030 -3.679 1.607
C 5.106 -2.803 0.810
C 4.381 -3.304 -0.257
C 3.437 -2.532 -0.931
C 2.749 -3.165 -2.112
C 3.191 -1.229 -0.499
Te 1.373 -0.259 -1.394
N -0.184 0.900 -2.537
C -0.089 1.316 -3.803
O -0.900 2.070 -4.348
C 0.982 0.684 -4.661
C 0.559 -0.040 -5.772
C 1.479 -0.699 -6.573
C 2.835 -0.625 -6.282
C 3.266 0.134 -5.203
C 2.342 0.785 -4.398
C -0.100 -1.803 -1.372
C -0.200 -2.351 -2.651
C -1.163 -3.296 -2.948
C -2.059 -3.680 -1.957
C -1.986 -3.090 -0.710
C -1.013 -2.139 -0.386
C -1.050 -1.537 0.990
C 4.028 -0.652 0.462
C 4.036 0.813 0.796
C 4.954 -1.457 1.114
H 6.475 -4.455 0.986
H 5.479 -4.176 2.407
H 6.829 -3.100 2.066
H 4.546 -4.325 -0.581
H 3.461 -3.788 -2.654
H 2.375 -2.425 -2.823
H 1.914 -3.800 -1.808
H -0.499 -0.078 -5.995
H 1.139 -1.264 -7.431
H 3.553 -1.146 -6.901
H 4.323 0.221 -4.988
H 2.691 1.415 -3.584
H 0.460 -2.018 -3.445
H -1.220 -3.713 -3.944
H -2.821 -4.420 -2.162
H -2.702 -3.364 0.055
H -2.083 -1.487 1.338
H -0.622 -0.536 1.015
H -0.508 -2.168 1.700
H 3.825 1.434 -0.074
H 5.017 1.091 1.182
H 3.298 1.061 1.551
H 5.584 -1.010 1.875
F 0.268 2.717 5.982
C -0.882 2.089 5.701
C -0.954 1.167 4.677
C -2.188 0.577 4.467
F -2.332 -0.319 3.468
C -3.303 0.847 5.238
F -4.475 0.244 5.003
C -3.188 1.765 6.270
F -4.242 2.047 7.037
C -1.973 2.391 6.500
F -1.866 3.275 7.496
Ge 0.466 0.601 3.425
S 0.835 1.320 0.283
C 0.957 -1.196 4.115
C 0.820 -1.607 5.430
F 0.316 -0.793 6.372
C 1.220 -2.862 5.864
F 1.090 -3.211 7.147
C 1.764 -3.761 4.958
F 2.141 -4.975 5.363
C 1.915 -3.388 3.632
F 2.421 -4.251 2.742
C 1.529 -2.114 3.250
F 1.744 -1.772 1.961
C 2.031 1.701 3.896
C 1.912 3.047 3.591
F 0.766 3.491 3.048
C 2.908 3.973 3.831
F 2.752 5.261 3.519
C 4.093 3.536 4.408
F 5.074 4.404 4.661
C 4.256 2.196 4.716
F 5.409 1.772 5.252
C 3.232 1.299 4.451
F 3.473 0.009 4.741
*
```

Properties
Max |F|: 0.018 hartree/bohr
Highest occupied orbital energy (spin up / spin down): -6.66 / -6.95 eV
LUMO level (spin up / spin down): -0.195 / -1.905 eV
Gap between HOMO and LUMO (spin up / spin down): 6.469 / 5.049 eV
ΔE to the lowest compared entry with this formula, charge and spin: 2.539 eV
⟨S²⟩: 3.7740
DFT total energy: -184788.51425 eV

Mulliken population analysis, charges in e, atoms 1 to 5: Pt 0.57; O -0.51; C -0.64; C 0.52; C -0.70

Below is 3 unconnected molecules or ions with the total composition C12H30O3 in a non-equilibrium geometry, with properties calculated with ωB97M-V with the def2-TZVPD basis set.

```
! RIJCOSX wB97M-V def2-TZVPD def2/J DEFGRID3
* xyz 0 1
C 2.179 -64.748 55.225
C 0.748 -64.542 55.585
O 0.052 -65.745 55.938
C -1.265 -65.661 56.473
C -1.842 -66.884 56.544
H 2.733 -63.767 55.035
H 2.213 -65.079 54.184
H 2.577 -65.435 55.884
H 0.022 -64.268 54.859
H 0.711 -64.078 56.488
H -1.828 -64.962 55.678
H -1.142 -65.063 57.340
H -1.158 -67.468 57.069
H -1.962 -67.487 55.677
H -2.911 -66.772 56.761
C 2.197 -66.710 59.150
C 1.270 -67.171 60.296
O 0.666 -65.906 60.669
C -0.474 -66.100 61.454
C -1.209 -64.863 61.718
H 1.783 -66.359 58.194
H 2.843 -67.447 59.016
H 2.777 -65.801 59.486
H 1.815 -67.731 61.122
H 0.420 -67.692 59.915
H -0.257 -66.658 62.433
H -1.211 -66.590 61.051
H -1.936 -65.125 62.368
H -1.575 -64.269 60.793
H -0.544 -64.072 62.102
C 3.809 -71.286 52.896
C 3.439 -69.776 52.962
O 1.982 -69.767 53.056
C 1.323 -68.486 52.970
C 0.000 -68.627 52.855
H 5.020 -71.416 53.079
H 3.344 -71.576 51.929
H 3.235 -71.895 53.536
H 3.809 -69.246 52.181
H 3.731 -69.343 53.919
H 2.012 -68.020 52.370
H 1.532 -67.980 53.965
H -0.557 -67.659 53.143
H -0.366 -69.442 53.638
H -0.091 -68.676 51.672
*
```

Properties
Max |F|: 0.196 hartree/bohr
Highest occupied orbital energy: -9.17 eV
LUMO level: 0.935 eV
Gap between HOMO and LUMO: 10.110 eV
ΔE to the lowest compared entry with this formula, charge and spin: 0.933 eV
DFT total energy: -19065.58634 eV
SMILES: CCOCC.CCOCC.CCOCC

Mulliken population analysis, charges in e, atoms 1 to 5: C -1.09; C -0.36; O -0.23; C -0.08; C -1.32

Below is a gas-phase ion, C2H8N (charge +1) in a non-equilibrium geometry, with properties calculated with ωB97M-V with the def2-TZVPD basis set.

```
! RIJCOSX wB97M-V def2-TZVPD def2/J DEFGRID3
* xyz 1 1
C 0.308 1.148 0.605
C -0.270 -0.265 0.504
N -0.043 -0.834 -0.898
H 0.025 1.705 1.493
H -0.238 1.561 -0.244
H 1.364 1.150 0.343
H -1.365 -0.196 0.520
H 0.037 -1.027 1.221
H 0.656 -0.212 -1.346
H 0.490 -1.704 -0.984
H -0.883 -0.827 -1.472
*
```

Properties
Max |F|: 0.047 hartree/bohr
Highest occupied orbital energy: -17.54 eV
LUMO level: -3.986 eV
Gap between HOMO and LUMO: 13.558 eV
ΔE to the lowest compared entry with this formula, charge and spin: 0.486 eV
DFT total energy: -3686.67905 eV
SMILES: CC[NH3+]

Mulliken population analysis, charges in e, atoms 1 to 5: C -1.05; C -0.33; N -0.36; H 0.33; H 0.36